Formula: C27H35Ca2Cl14N2O9PS
Source: the Open Molecules 2025 dataset
Level of theory: the ωB97M-V functional and the def2-TZVPD basis

Geometry as ORCA input:
```
! RIJCOSX wB97M-V def2-TZVPD def2/J DEFGRID3
* xyz 2 1
C -0.3133 3.0960 -3.0691
C 0.2402 1.8026 -3.7551
C -0.0681 0.5111 -2.9564
C -0.2173 -0.6692 -3.9566
O 0.6274 -1.8064 -3.5849
C 1.7210 -1.7499 -4.4167
C 1.6944 -2.2435 -5.6990
C 2.8229 -2.1069 -6.5046
C 3.9665 -1.4917 -5.9526
C 3.9286 -1.0220 -4.6696
N 2.8072 -1.1493 -3.9179
H -0.2099 3.8941 -3.8224
H -1.3858 2.9432 -2.8757
H 0.2699 3.3273 -2.1691
H 1.3226 1.9010 -3.9514
H -0.2444 1.7822 -4.7513
H -1.0265 0.5898 -2.4152
H 0.7304 0.3153 -2.2220
H 0.0560 -0.2941 -4.9542
H -1.2844 -1.0291 -4.0300
H 0.7628 -2.6897 -6.0133
H 2.7645 -2.4818 -7.5351
H 4.8778 -1.3713 -6.5406
H 4.7693 -0.5223 -4.1856
H 2.7583 -0.7818 -2.9677
C 2.1556 1.1372 1.2673
C 1.9093 1.8487 2.3639
C 1.9689 3.3310 2.3467
O 1.7462 3.9760 3.3461
C 2.3120 3.9894 1.0606
C 2.5576 3.2736 -0.0341
C 2.4969 1.7934 -0.0125
O 2.7209 1.1399 -1.0190
H 2.1177 0.0548 1.2621
H 1.6583 1.3845 3.3067
H 2.3507 5.0715 1.0664
H 2.8109 3.7336 -0.9817
O 1.9486 0.1185 -9.0084
P 3.2660 -0.3507 -9.6267
O 4.4187 0.1279 -8.7492
O 3.4560 0.2111 -11.0282
O 3.2584 -1.8761 -9.6929
C -2.5898 -4.6440 -7.2855
Cl -3.7763 -3.5121 -7.9925
Cl -1.5287 -5.2649 -8.5271
Cl -1.5982 -3.7251 -6.0364
Cl -3.4362 -5.9653 -6.4898
C -4.8456 0.3129 -4.3789
C -4.8709 1.3132 -5.5321
C -4.4125 0.6978 -6.8589
C -3.0275 0.2102 -6.7314
N -1.9415 -0.1762 -6.6277
H -3.8206 -0.0446 -4.1812
H -5.2034 0.7720 -3.4592
H -5.4876 -0.5532 -4.5946
H -4.2356 2.1632 -5.2783
H -5.8844 1.6957 -5.6513
H -4.4548 1.4369 -7.6602
H -5.0592 -0.1386 -7.1392
C 1.1089 4.4596 6.9219
Cl 0.5347 4.5324 8.5985
Cl 2.8551 4.7026 6.8859
Cl 0.7184 2.8665 6.2504
Cl 0.3152 5.7172 5.9720
C -1.6626 1.7098 10.0132
Cl -1.2154 0.5750 11.2765
Cl -2.5634 0.9192 8.7133
H -2.2899 2.4872 10.4479
H -0.7634 2.1566 9.5995
C -0.6262 -3.2875 13.0473
Cl -0.4936 -1.8472 14.0672
Cl 0.9317 -4.1191 12.9938
Cl -1.8534 -4.3703 13.7097
Cl -1.0918 -2.8010 11.4067
Ca -3.1833 -2.3191 -5.1221
Ca -3.9793 3.6264 10.4399
C 1.1119 -2.2644 6.9527
C -0.3061 -1.7170 7.1518
C -0.6385 -0.8488 5.9321
S 0.3230 -1.5131 4.5682
O 1.2949 -0.5224 4.1595
O -0.5607 -2.1420 3.6183
C 1.1621 -2.7743 5.5160
H 1.3440 -3.0550 7.6649
H 1.8405 -1.4615 7.0900
H -1.0118 -2.5486 7.2150
H -0.3918 -1.1453 8.0755
H -1.6955 -0.8924 5.6782
H -0.3363 0.1866 6.0836
H 2.1747 -2.9050 5.1397
H 0.5980 -3.7006 5.4065
*
```

Calculated values
- E_LUMO (eV) = -7.58
- electronic energy (eV) = -282264.3722
- max |F| (eV Å⁻¹) = 3.16


Formula: C27H35CeN4O7P
Source: the Open Molecules 2025 dataset
Level of theory: the ωB97M-V functional and the def2-TZVPD basis

Geometry as ORCA input:
```
! RIJCOSX wB97M-V def2-TZVPD def2/J DEFGRID3
* xyz 1 2
O 1.9981 3.9463 -4.6888
H 2.7174 3.2661 -4.6957
Ce 0.6214 0.5322 -1.8087
N 0.0260 2.7263 -1.4687
N 2.2425 1.5077 -0.5488
N -0.9084 -0.5764 -2.9238
N 1.1707 -1.5803 -1.4481
O -1.0136 3.3091 -1.9523
O -2.0695 -0.0575 -3.5596
O 2.3677 -2.0251 -0.8536
O 3.2690 0.8232 -0.1327
C 2.3147 2.8628 -0.7454
C 1.1514 3.4874 -1.2719
C -0.9665 -1.8819 -2.5072
C 0.1764 -2.4479 -1.7805
C 0.9410 4.9024 -1.6146
H 0.7121 5.0205 -2.6661
H 1.8056 5.4961 -1.3862
H 0.0779 5.2774 -1.0741
C 3.5949 3.5294 -0.4478
H 4.4072 3.1351 -1.0466
H 3.8809 3.3567 0.5815
H 3.5107 4.5857 -0.6289
C -2.1313 -2.7051 -2.8816
C 0.2238 -3.8938 -1.4553
H -2.6798 -2.1533 -3.6254
H -2.8310 -2.9245 -2.0821
H -1.8530 -3.6677 -3.2903
H 0.9371 -4.0674 -0.6697
H 0.5273 -4.4866 -2.3113
H -0.7216 -4.3115 -1.1248
H -2.0612 0.9363 -3.5829
H 2.7524 -1.2528 -0.3481
C 2.0925 0.3197 -3.5701
H 2.2841 1.0697 -4.3622
H 1.6428 -0.6276 -3.9565
H 3.0378 0.0593 -3.0499
O -1.0207 2.7377 -5.3566
H -0.3112 3.4092 -5.5295
H -0.4929 1.9215 -5.2799
O -0.4366 0.3256 0.4193
P -0.7734 -0.3831 1.7197
C -2.5316 -0.6922 1.7390
C -3.3204 -0.0814 2.7242
C -4.7013 -0.2705 2.7246
C -5.2963 -1.0135 1.6944
C -4.5165 -1.5397 0.6509
C -3.1351 -1.3480 0.6527
C 0.1802 -1.8872 1.8076
C 1.5662 -1.7831 1.9287
C 2.3241 -2.9250 2.1573
C 1.6971 -4.1769 2.2089
C 0.3126 -4.2793 2.0092
C -0.4500 -3.1311 1.7951
C -0.2442 0.6196 3.0980
C 0.3865 1.8586 2.9367
C 0.8744 2.5150 4.0686
C 0.7334 1.9229 5.3346
C 0.1242 0.6655 5.4826
C -0.3563 0.0118 4.3538
H -2.8462 0.5471 3.4744
H -5.3059 0.1541 3.5310
H -6.3777 -1.1849 1.7006
H -4.9815 -2.1069 -0.1623
H -2.5354 -1.6841 -0.1955
H 2.0473 -0.8037 1.9040
H 3.4020 -2.8203 2.3151
H 2.2973 -5.0758 2.3925
H -0.1875 -5.2525 2.0228
H -1.5273 -3.1792 1.6451
H 0.4984 2.2923 1.9437
H 1.3555 3.4932 3.9612
H 1.0974 2.4488 6.2224
H 0.0088 0.1840 6.4568
H -0.8049 -0.9782 4.4269
*
```

Calculated values
- E_LUMO (spin up / spin down) (eV) = -5.25 / -5.25
- expectation value of S² = 0.755
- electronic energy (eV) = -71061.6581
- max |F| (eV Å⁻¹) = 6.05


Formula: C27H35ClN4P2Sr
Source: the Open Molecules 2025 dataset
Level of theory: the ωB97M-V functional and the def2-TZVPD basis

Geometry as ORCA input:
```
! RIJCOSX wB97M-V def2-TZVPD def2/J DEFGRID3
* xyz 0 1
Sr 0.4526 2.7336 -1.3551
C -1.4216 2.5485 5.3746
C -0.6345 2.5108 4.3079
C -0.6117 1.6318 3.0959
C -1.5301 1.9981 1.9059
C -2.9656 1.8305 2.1842
C -3.5980 1.5723 3.3464
C -3.0719 0.8048 4.5244
C -2.6895 1.7948 5.6424
C -1.7262 4.8201 0.0794
H -1.2421 3.3205 6.1330
H -0.0202 3.3856 4.0962
H -0.7693 0.5884 3.3666
H 0.4407 1.6580 2.7500
H -1.3635 3.0347 1.5788
H -1.3040 1.3421 1.0541
H -3.6345 1.9357 1.2902
H -4.6389 1.9283 3.5385
H -2.2318 0.1942 4.2324
H -3.8739 0.1307 4.9133
H -3.5374 2.4804 5.7518
H -2.5609 1.2673 6.5960
H -0.9950 5.6682 0.0544
H -2.6854 5.0958 0.5130
H -1.8625 4.3402 -0.9276
P -0.4037 -0.5072 -2.3181
P 2.3405 -0.1790 -0.7246
N -1.8963 -1.4563 -2.0826
N -0.4467 -0.7916 -4.1196
N 2.1039 -1.2951 0.6860
N 4.1030 -0.2755 -0.5866
C 0.6419 -1.9605 -2.0057
C 2.1207 -1.5382 -1.9282
C -3.0315 -1.0522 -1.3933
C -3.9331 -2.1170 -1.3459
C -3.3373 -3.2076 -2.0557
C -2.0861 -2.7923 -2.4734
C -0.5691 0.2680 -5.0052
C -0.4100 -0.2145 -6.3024
C -0.2091 -1.6273 -6.2280
C -0.2423 -1.9480 -4.8774
C 1.3938 -0.9466 1.8299
C 1.2614 -2.0636 2.6486
C 1.9427 -3.1435 2.0002
C 2.4095 -2.6544 0.7853
C 4.9817 -1.3065 -0.1983
C 6.2864 -0.9339 -0.5056
C 6.2200 0.3562 -1.1426
C 4.8716 0.7166 -1.2182
H 0.6183 -2.7670 -2.7660
H 0.3349 -2.4268 -1.0477
H 2.7778 -2.4037 -1.7243
H 2.4944 -1.1228 -2.8808
H -3.0760 -0.0583 -0.9880
H -4.8854 -2.1282 -0.8640
H -3.7535 -4.1950 -2.2490
H -1.3122 -3.3741 -2.9555
H -0.7850 1.2632 -4.6223
H -0.4250 0.3760 -7.1955
H -0.0669 -2.3355 -7.0450
H -0.1233 -2.9319 -4.4467
H 1.0548 0.0729 1.9567
H 0.7368 -2.1150 3.5853
H 2.1009 -4.1403 2.3653
H 2.9207 -3.1999 0.0091
H 4.6376 -2.2187 0.2585
H 7.1719 -1.5336 -0.3038
H 7.0545 0.9219 -1.5038
H 4.3907 1.5670 -1.6533
Cl 2.0973 4.8046 -1.4146
*
```

Calculated values
- E_LUMO (eV) = -1.51
- electronic energy (eV) = -66458.0477
- max |F| (eV Å⁻¹) = 5.48


- Which of these has the lowest electronic energy?
  C27H35Ca2Cl14N2O9PS


- max |F| of number 2 (C27H35CeN4O7P)?
  6.05 eV Å⁻¹


- The highest max |F| belongs to which entry?
  C27H35CeN4O7P